{
  "formula": "C30H40BrN8O2PtSi",
  "method": "the ωB97M-V functional and the def2-TZVPD basis",
  "lumo_ev": -9.6,
  "spin_multiplicity": 1,
  "total_charge": 3,
  "e_above_lowest_kj_mol": 67.7,
  "symbols": ["Pt", "C", "N", "C", "C", "N", "C", "C", "C", "C", "C", "C", "N", "C", "N", "C", "C", "C", "C", "C", "C", "N", "H", "H", "H", "H", "H", "H", "H", "H", "H", "H", "H", "H", "H", "H", "H", "N", "C", "C", "N", "C", "C", "H", "H", "H", "H", "H", "H", "H", "H", "H", "H", "H", "Br", "C", "C", "N", "C", "C", "C", "C", "O", "O", "H", "H", "H", "C", "Si", "C", "C", "C", "H", "H", "H", "H", "H", "H", "H", "H", "H", "H", "H"],
  "coordinates": [[-0.008, -0.535, 0.522], [-1.237, -2.138, 2.992], [-0.054, -1.291, 2.966], [1.219, -1.918, 3.302], [2.179, -1.746, 2.161], [1.921, -1.099, 1.025], [3.117, -1.064, 0.285], [3.441, -0.440, -0.911], [4.740, -0.570, -1.358], [5.693, -1.313, -0.641], [5.384, -1.909, 0.562], [4.080, -1.751, 1.014], [3.445, -2.157, 2.187], [-1.057, -3.034, 1.817], [-0.362, -2.637, 0.752], [-0.330, -3.720, -0.136], [0.278, -3.872, -1.379], [0.130, -5.090, -2.008], [-0.604, -6.136, -1.424], [-1.199, -5.996, -0.188], [-1.045, -4.766, 0.439], [-1.476, -4.290, 1.681], [-2.124, -1.518, 2.846], [-1.362, -2.686, 3.929], [-0.220, -0.466, 3.529], [1.098, -2.985, 3.502], [1.646, -1.475, 4.203], [2.706, 0.139, -1.445], [5.039, -0.083, -2.277], [6.694, -1.408, -1.039], [6.124, -2.464, 1.125], [3.878, -2.674, 2.938], [0.870, -3.074, -1.811], [0.587, -5.248, -2.976], [-0.689, -7.078, -1.947], [-1.755, -6.803, 0.271], [-2.014, -4.815, 2.356], [-1.686, 5.180, -1.554], [-0.327, 4.610, -1.873], [0.040, 3.582, -0.806], [-0.954, 2.522, -0.670], [-2.264, 3.089, -0.356], [-2.731, 4.104, -1.396], [-1.974, 5.835, -2.283], [-1.625, 5.718, -0.686], [0.393, 5.425, -1.901], [-0.386, 4.151, -2.859], [0.131, 4.089, 0.161], [1.013, 3.150, -1.035], [-0.997, 1.951, -1.506], [-2.211, 3.556, 0.633], [-3.004, 2.291, -0.289], [-3.674, 4.567, -1.110], [-2.849, 3.623, -2.366], [-3.504, 3.690, 5.565], [-1.974, 3.548, 4.496], [-0.902, 4.427, 4.675], [0.209, 4.358, 3.945], [0.323, 3.411, 3.028], [-0.697, 2.489, 2.786], [-1.874, 2.567, 3.535], [-0.521, 1.439, 1.792], [-1.481, 0.677, 1.424], [0.631, 1.255, 1.221], [-0.944, 5.206, 5.427], [1.248, 3.379, 2.462], [-2.688, 1.875, 3.363], [-0.962, -1.881, -4.043], [-0.777, -0.345, -3.022], [0.927, 0.376, -3.228], [-2.059, 0.946, -3.498], [-1.136, -0.881, -1.195], [-1.039, -1.611, -5.099], [-1.853, -2.459, -3.787], [-0.096, -2.537, -3.929], [1.032, 0.788, -4.235], [1.679, -0.411, -3.130], [1.165, 1.165, -2.509], [-2.472, 0.682, -4.475], [-1.621, 1.941, -3.610], [-2.907, 1.003, -2.809], [-2.100, -0.466, -0.875], [-1.234, -1.960, -1.247]],
  "lowdin_charge": [1.4773, -0.0878, -0.1029, -0.0712, -0.2540, 0.0038, -0.1907, -0.0111, -0.0377, -0.0357, 0.0222, -0.1566, 0.2117, -0.2666, 0.0165, -0.2165, -0.0273, -0.0361, -0.0310, 0.0243, -0.1490, 0.2213, 0.1396, 0.1479, 0.1281, 0.1483, 0.1520, 0.0688, 0.1216, 0.1252, 0.1310, 0.1939, 0.1117, 0.1237, 0.1262, 0.1317, 0.1936, 0.0771, -0.0750, -0.1736, -0.0524, -0.1732, -0.0773, 0.1921, 0.1892, 0.1455, 0.1359, 0.1226, 0.1283, 0.0544, 0.1246, 0.1325, 0.1460, 0.1247, 0.8538, -0.6634, -0.1160, 0.1105, -0.0679, -0.1481, -0.0466, -0.5852, -0.0846, -0.1052, 0.1257, 0.1306, 0.1242, -0.1570, 0.4772, -0.1717, -0.1667, -0.2506, 0.0556, 0.0549, 0.0292, 0.0584, 0.0293, 0.0123, 0.0541, 0.0183, 0.0375, 0.0326, -0.0086]
}